Below is C23H26As2O4Pt as an isolated structure, with properties calculated with ωB97M-V/def2-TZVPD.

## Properties
Net charge: +2
Energy relative to the best compared isomer or geometry (same formula, charge and spin) in kJ/mol: 69.2
Kohn-Sham gap in eV: 5.0354
M in g mol⁻¹: 711.379

Element x y z (Å)
Pt  0.02  -0.07  0.32
C  -2.00  1.08  0.71
C  -1.41  1.82  -0.29
C  -0.10  2.18  0.19
C  0.01  1.84  1.60
C  -1.12  1.10  1.91
H  -2.96  0.58  0.64
H  -1.81  2.01  -1.27
H  0.61  2.78  -0.36
H  0.83  2.09  2.26
H  -1.36  0.64  2.86
C  3.66  -0.42  0.74
As  2.30  0.15  -0.51
C  2.89  1.92  -1.00
C  2.48  -0.87  -2.13
C  3.54  -0.69  -3.01
C  3.60  -1.47  -4.15
C  2.61  -2.41  -4.42
C  1.55  -2.58  -3.54
C  1.48  -1.80  -2.39
As  0.14  -2.08  -1.03
C  1.01  -3.50  -0.07
C  -1.44  -2.61  -1.97
H  4.61  -0.41  0.22
H  3.44  -1.42  1.11
H  3.69  0.28  1.58
H  3.95  1.85  -1.24
H  2.78  2.61  -0.16
H  2.34  2.27  -1.87
H  4.31  0.05  -2.82
H  4.42  -1.34  -4.85
H  2.67  -3.01  -5.32
H  0.79  -3.32  -3.76
H  1.32  -4.20  -0.85
H  0.36  -4.01  0.64
H  1.88  -3.09  0.43
H  -1.24  -3.61  -2.37
H  -1.61  -1.91  -2.78
H  -2.28  -2.66  -1.28
O  -1.77  -3.63  1.48
C  -1.35  -2.56  1.81
O  -1.35  -1.57  0.85
C  -0.96  -2.17  3.19
C  -1.82  -2.47  4.22
C  -1.51  -2.15  5.55
C  -0.29  -1.56  5.77
O  0.26  -1.19  6.95
C  1.57  -0.69  6.67
O  1.73  -0.71  5.23
C  0.60  -1.28  4.74
C  0.29  -1.56  3.43
H  -2.76  -2.96  4.00
H  -2.18  -2.37  6.36
H  2.31  -1.33  7.13
H  1.64  0.34  7.01
H  1.01  -1.36  2.64

Mulliken atomic charge list, values in e, 5 entries: number 1, Pt, carries 1.265; number 2, C, carries -0.471; number 3, C, carries -0.660; number 4, C, carries -0.424; number 5, C, carries -0.534